Entry i
Formula: H37O18
Source: the Open Molecules 2025 dataset
Level of theory: the ωB97M-V functional and the def2-TZVPD basis

CARTESIAN COORDINATES (ANGSTROEM)
O -4.188 -0.255 3.700
H 3.277 3.058 -0.764
H 3.439 -4.023 0.690
O 2.608 -3.524 0.650
H -4.070 0.490 4.312
O 3.703 -0.834 4.110
H 4.517 -0.476 3.755
H 0.062 3.763 0.515
O 0.756 0.209 -4.459
H -0.768 1.761 -2.607
H 1.267 0.090 -5.277
O -4.160 -0.052 -2.667
H -4.973 0.464 -2.647
H -4.207 -0.617 -1.888
O -0.256 -3.389 0.788
H -0.775 -4.195 0.544
H 0.058 -3.718 1.646
O -1.222 -3.931 -3.276
H -2.981 0.337 0.879
H 0.339 3.620 -1.020
O -0.300 1.926 0.662
H -0.208 1.689 -0.272
H -1.062 1.332 0.907
O 2.403 0.222 -2.400
H 2.705 -0.691 -2.343
H 0.202 2.629 -3.226
O 0.630 4.209 -0.266
H -2.008 -4.511 -3.271
H 0.071 -0.452 -4.659
O 0.932 3.569 2.074
H 0.662 2.663 2.213
H 1.829 3.777 1.791
O -4.787 -0.156 -0.026
H -4.292 -0.839 0.433
H -5.713 -0.026 0.186
O 2.437 2.616 -0.922
H 1.712 0.278 -3.100
H 2.358 1.661 -1.079
O 3.804 0.953 1.143
H 3.660 0.463 1.960
H 2.942 0.971 0.723
O 1.026 -4.670 -1.096
H 0.591 -4.187 -1.832
H 0.560 -4.278 -0.302
O -0.069 2.374 -2.330
H -5.139 -0.375 3.840
H 1.572 3.615 -0.328
O -2.093 0.019 0.543
H 3.591 -1.780 4.005
H -2.108 0.182 -0.408
O -0.967 0.889 3.956
H -0.795 0.400 3.137
H -0.229 1.450 4.208
H -1.666 -3.188 -3.707
H 2.187 -4.199 0.013

Properties
E_HOMO in eV: -12.731
Kohn-Sham gap in eV: 9.822
Charge: +1
LUMO level in eV: -2.91

---

Entry ii
Formula: H37O18
Source: the Open Molecules 2025 dataset
Level of theory: the ωB97M-V functional and the def2-TZVPD basis

CARTESIAN COORDINATES (ANGSTROEM)
O -0.751 0.333 -0.333
H -1.142 -0.072 -1.111
H -0.965 1.261 -0.494
O -0.980 -0.669 2.639
H -0.361 -0.760 1.877
O -2.087 -0.777 -4.294
H -2.223 -1.694 -4.035
H -2.894 -0.455 -4.707
O -3.599 -0.209 -1.054
H -3.444 0.656 -0.687
H -4.526 -0.435 -1.127
O 1.978 -1.690 -2.771
H 1.591 -0.807 -2.688
H 2.703 -1.576 -3.385
O 0.964 1.021 -2.612
H 0.057 1.333 -2.783
H 1.341 1.423 -3.414
O -2.483 1.912 0.780
H -1.901 1.571 1.471
H -2.496 2.854 0.970
O 1.574 1.731 -0.052
H 1.555 1.931 -0.997
H 0.956 0.985 0.018
O -0.608 -2.688 3.873
H -1.160 -3.224 3.273
H 0.268 -2.907 3.511
O -0.636 -2.480 -2.478
H 0.092 -2.012 -2.915
H -1.272 -1.769 -2.336
O -2.750 4.693 -0.744
H -3.080 5.498 -1.147
H -2.046 4.901 -0.128
O -2.041 1.412 -2.542
H -2.241 0.557 -2.964
H -2.848 1.906 -2.722
O 0.993 -1.792 1.301
H 1.007 -2.460 0.556
H 1.940 -1.737 1.493
O 3.967 0.935 1.228
H 4.846 1.118 0.890
H 3.261 1.142 0.588
O 2.327 1.740 3.285
H 2.681 2.632 3.321
H 2.849 1.242 2.634
O -0.418 1.717 3.278
H 0.471 1.794 2.887
H -0.458 2.182 4.116
O 0.320 -3.706 -0.338
H 0.751 -3.977 -1.159
H -0.487 -3.317 -0.726
O 4.646 -1.929 1.163
H 5.179 -2.129 1.936
H 4.139 -1.125 1.325
H -0.684 0.194 3.099
H -0.801 -1.529 3.363

Properties
E_HOMO in eV: -13.473
Kohn-Sham gap in eV: 11.116
Charge: +1
LUMO level in eV: -2.36

---

Entry iii
Formula: H37O18
Source: the Open Molecules 2025 dataset
Level of theory: the ωB97M-V functional and the def2-TZVPD basis

CARTESIAN COORDINATES (ANGSTROEM)
O 4.780 0.282 -0.002
H -5.008 -4.215 1.492
H -4.060 3.297 0.026
O -3.328 2.681 0.107
H 4.636 -0.434 0.648
O -1.856 -1.730 0.004
H -2.148 -1.543 0.901
H -2.616 -2.083 -0.495
O -1.456 1.863 4.222
H -1.178 2.740 3.952
H -0.737 1.320 4.553
O 4.952 -3.347 -0.118
H 4.981 -4.300 -0.140
H 5.422 -2.848 0.552
O 0.224 0.213 6.160
H 0.590 1.014 5.773
H -0.686 0.478 6.335
O 0.459 -1.362 -1.535
H 2.390 -1.029 -2.966
H 0.366 -1.953 -0.681
O 0.387 1.209 -2.475
H 0.421 2.015 -3.015
H 0.082 1.443 -1.597
O 1.067 3.957 -1.296
H 0.260 4.486 -1.163
H 4.498 -0.146 -0.830
O 2.822 -0.574 -2.140
H -0.081 -0.533 -1.576
H 2.742 0.399 -2.222
O -4.971 1.136 1.408
H -4.743 0.995 2.343
H -5.934 1.114 1.298
O 1.300 -1.592 -4.065
H 1.950 -1.990 -4.687
H 1.107 -0.810 -4.623
O -4.489 -3.429 1.288
H 0.810 3.122 -0.893
H -4.195 -3.157 2.163
O 3.250 2.689 -3.239
H 2.865 3.493 -2.848
H 4.002 2.663 -2.623
O -0.731 1.982 0.346
H -0.641 1.422 1.127
H -1.551 2.436 0.614
O -2.859 0.644 -2.632
H -2.578 1.046 -3.460
H -2.965 1.423 -2.054
O 0.294 -2.989 0.441
H 0.486 -3.661 -0.229
H -0.713 -2.935 0.431
O 0.583 -1.729 3.242
H -0.299 -1.575 2.915
H 0.666 -2.267 4.036
H 1.429 -0.905 -1.764
H -3.655 1.976 0.723

Properties
E_HOMO in eV: -13.214
Kohn-Sham gap in eV: 10.444
Charge: +1
LUMO level in eV: -2.77

---

Quick one: most stable of them? entry ii

---

Entry i
Formula: C5H9N3O
Source: the Open Molecules 2025 dataset
Level of theory: the ωB97M-V functional and the def2-TZVPD basis

CARTESIAN COORDINATES (ANGSTROEM)
C -0.072 -0.456 0.716
C 1.065 -1.033 -0.149
C 2.030 0.189 -0.340
C 0.124 1.095 0.615
C -1.289 1.141 0.040
H -3.070 -1.174 0.413
H -2.674 -1.019 -1.188
H -0.174 -0.903 1.720
H 0.631 -1.345 -1.081
H 1.670 -1.794 0.391
H 2.830 0.143 0.444
H 2.485 0.190 -1.298
H 0.835 1.616 -1.168
H 0.182 1.547 1.622
N -2.293 -1.275 -0.272
N -1.330 -0.275 -0.011
N 1.205 1.424 -0.230
O -2.154 1.930 -0.225

Properties
SMILES: NN1C(=O)[C@@H]2NCC[C@@H]21
E_HOMO in eV: -9.071
Kohn-Sham gap in eV: 9.946
LUMO level in eV: 0.88

---

Entry ii
Formula: C5H9N3O
Source: the Open Molecules 2025 dataset
Level of theory: the ωB97M-V functional and the def2-TZVPD basis

CARTESIAN COORDINATES (ANGSTROEM)
C -1.301 -0.920 -0.177
C 0.016 -0.895 0.034
C -1.838 0.427 -0.110
C 0.915 -2.112 -0.004
C 2.332 1.788 0.173
N -0.980 1.361 -0.126
N 0.548 0.334 0.073
N -3.151 0.713 0.032
O 1.741 0.729 -0.541
H -1.827 -1.847 -0.034
H 0.520 -3.015 0.511
H 0.861 -2.502 -1.038
H 1.882 -1.933 0.520
H 3.108 1.415 0.959
H 1.499 2.204 0.809
H 2.786 2.639 -0.511
H -3.339 1.581 -0.365
H -3.771 0.032 -0.204

Properties
E_HOMO in eV: -8.272
Kohn-Sham gap in eV: 9.262
LUMO level in eV: 0.99

---

Entry iii
Formula: C5H9N3O
Source: the Open Molecules 2025 dataset
Level of theory: the ωB97M-V functional and the def2-TZVPD basis

CARTESIAN COORDINATES (ANGSTROEM)
C -2.085 -0.762 0.449
C -0.553 -0.483 0.383
C 0.403 -1.262 -0.075
C 1.472 0.628 0.048
C -0.061 0.882 0.129
H -2.535 1.397 -0.152
H -1.947 0.260 -1.506
H -2.283 -0.954 1.712
H -2.290 -1.933 0.094
H 0.457 -2.298 -0.034
H 3.516 -0.387 -0.521
H 2.597 2.261 0.467
H -0.434 1.347 -0.870
H -0.541 1.794 0.911
N -2.737 0.284 -0.640
N 1.639 -0.790 -0.436
N 2.505 1.258 0.098
O 2.877 -1.243 -0.057

Properties
SMILES: [H]/N=C1\CC(CN)=CN1O
E_HOMO in eV: -8.016
Kohn-Sham gap in eV: 8.614
LUMO level in eV: 0.60

---

Entry iv
Formula: C5H9N3O
Source: the Open Molecules 2025 dataset
Level of theory: the ωB97M-V functional and the def2-TZVPD basis

CARTESIAN COORDINATES (ANGSTROEM)
C 0.538 -0.061 1.782
C 1.168 -1.086 -0.974
C 0.046 0.057 -0.755
C -0.091 0.409 0.512
N -0.482 0.596 -1.904
C -2.277 1.160 1.095
O 1.031 -2.181 -0.220
N -1.127 1.539 0.677
N 2.065 -1.089 -1.879
H 1.686 -2.824 -0.544
H -1.217 1.284 -1.742
H 0.193 0.964 -2.565
H 1.996 -0.240 -2.443
H 0.762 0.786 2.438
H -0.154 -0.722 2.313
H 1.480 -0.596 1.645
H -2.536 0.106 1.313
H -3.081 1.899 1.250

Properties
SMILES: [H]/N=C(O)\C(N)=C(/C)N=C
E_HOMO in eV: -8.390
Kohn-Sham gap in eV: 9.319
LUMO level in eV: 0.93

---

Quick one: most stable of them? entry i

---

Entry i
Formula: C5H9N3O
Source: the Open Molecules 2025 dataset
Level of theory: the ωB97M-V functional and the def2-TZVPD basis

CARTESIAN COORDINATES (ANGSTROEM)
C -0.422 1.615 0.803
C 2.448 -0.601 -0.015
C 1.531 -1.493 0.313
C 0.278 -0.911 -0.095
C -2.042 -0.949 -0.430
H -1.300 2.283 0.829
H 0.398 2.172 1.177
H -0.701 0.738 1.369
H 0.091 2.020 -1.163
H 3.541 -0.645 0.060
H 1.777 -2.476 0.607
H -1.931 -0.129 -1.187
H -2.667 -0.428 0.311
H -2.621 -1.796 -0.813
N -0.208 1.258 -0.574
N 0.630 0.251 -0.833
N -0.821 -1.492 0.129
O 2.019 0.581 -0.487

Properties
SMILES: C/N=c1/ccon1NC
E_HOMO in eV: -8.341
Kohn-Sham gap in eV: 9.282
LUMO level in eV: 0.94

---

Entry ii
Formula: C5H9N3O
Source: the Open Molecules 2025 dataset
Level of theory: the ωB97M-V functional and the def2-TZVPD basis

CARTESIAN COORDINATES (ANGSTROEM)
C -1.065 -0.578 -1.283
C -3.258 -0.535 -0.803
C 0.133 -0.886 -2.036
C 0.705 0.073 1.670
C 0.182 0.780 0.326
N -2.245 -0.954 -1.687
N -2.770 0.300 0.202
N -0.966 0.139 -0.162
O -4.428 -0.691 -0.884
H 0.291 -2.020 -1.963
H 0.855 -0.374 -1.531
H -0.096 -0.678 -3.017
H 1.141 -0.913 1.381
H 1.358 0.822 2.156
H -0.297 0.060 2.081
H -0.271 1.753 0.537
H 0.972 0.973 -0.371
H -2.900 0.266 1.132

Properties
E_HOMO in eV: -9.115
Kohn-Sham gap in eV: 8.910
LUMO level in eV: -0.21

---

Quick one: most stable of them? entry ii